Entry 1:
# C3H3I2N

2 unconnected molecules or ions with the total composition C3H3I2N in a non-equilibrium geometry (ωB97M-V with the def2-TZVPD basis set, the OMol25 dataset).

Computed properties:
Energy relative to the best compared isomer or geometry (same formula, charge and spin), eV: 2.363
Orbital gap (spin up / spin down), eV: 8.4 / 8.4
E_HOMO (spin up / spin down), eV: -9.206 / -9.206
Largest force on an atom, eV Å⁻¹: 2.88
E, eV: -20847.71280

```
! wB97M-V def2-TZVPD RIJCOSX def2/J DEFGRID3
* xyz 0 1
C -1.23840 1.04493 0.11199
C 0.55916 -0.60024 1.27217
C -1.57612 -0.06224 0.88878
N -0.91665 1.93033 -0.53790
I 1.64954 -1.76846 -0.12320
I -2.75080 -1.70052 0.16825
H 0.98458 0.43598 1.43955
H 0.23200 -1.26963 2.02307
H -1.99122 0.32199 1.81869
*
```

=====

Entry 2:
# C3ClF3

A single C3ClF3 molecule in a non-equilibrium geometry (ωB97M-V with the def2-TZVPD basis set, the OMol25 dataset).

Computed properties:
Energy relative to the best compared isomer or geometry (same formula, charge and spin), eV: 4.472
Orbital gap (spin up / spin down), eV: 7.5 / 7.3
E_HOMO (spin up / spin down), eV: -10.157 / -10.085
Largest force on an atom, eV Å⁻¹: 3.39
E, eV: -23778.35909

```
! wB97M-V def2-TZVPD RIJCOSX def2/J DEFGRID3
* xyz 0 1
C -0.74738 1.05660 0.36608
C 0.74668 -0.71789 0.80617
C 0.20558 0.11458 -0.30558
F -1.92668 0.47561 0.59785
F 1.36041 0.91801 -0.79896
F -0.15485 -0.62430 -1.36530
Cl 0.01218 -2.22326 0.75973
*
```

=====

Entry 3:
# C32H53Br2F2N3O4Si

2 unconnected molecules or ions with the total composition C32H53Br2F2N3O4Si (ωB97M-V with the def2-TZVPD basis set, the OMol25 dataset).

Computed properties:
Orbital gap, eV: 9.0
E_HOMO, eV: -8.649
Largest force on an atom, eV Å⁻¹: 0.96
E, eV: -200096.19467
Structure (SMILES): C#CCN[C@@H](CCCCC)[C@@](O[C@@H](CON=O)NCC)(/C(Br)=C(/C)Br)C(F)(F)CC[Si](C)(C)c1ccccc1.CCOCC

```
! wB97M-V def2-TZVPD RIJCOSX def2/J DEFGRID3
* xyz 0 1
C 5.09351 0.07560 3.77747
C 4.25855 -0.63155 3.28205
C 3.23885 -1.47103 2.64648
N 2.04641 -0.68413 2.35788
C 1.17690 -1.23596 1.31411
C 0.04961 -2.03311 1.99185
C 0.56708 -3.24849 2.75994
C -0.60305 -4.18582 3.14731
C -0.75658 -4.31069 4.66118
C -1.94082 -5.17925 5.08925
C 0.66969 -0.17517 0.31505
O 1.66230 0.42974 -0.55178
C 2.92679 -0.05175 -0.87656
C 3.23158 0.51813 -2.31186
O 2.14242 1.26672 -2.85902
N 2.00368 0.98856 -4.22004
O 1.06151 1.51478 -4.65872
N 3.94460 0.37930 0.04733
C 5.25955 -0.22155 -0.18149
C 6.36825 0.83013 -0.27096
C -0.34023 -0.80044 -0.67641
Br 0.44952 -1.45070 -2.28321
C -1.65291 -1.02934 -0.61092
C -2.47249 -1.65501 -1.70399
Br -2.71829 -0.61211 0.90405
C 0.15399 1.15624 1.00892
F -0.40769 0.90880 2.21556
F 1.28590 1.87830 1.32416
C -0.70491 2.04025 0.13620
C -0.53350 3.54804 0.44641
Si 0.59204 4.45970 -0.75250
C 2.40332 4.01277 -0.51197
C 0.09481 4.11346 -2.53648
C 0.46876 6.30660 -0.37821
C 0.65291 6.72791 0.93975
C 0.61253 8.06621 1.28648
C 0.38642 9.02067 0.31041
C 0.19752 8.62345 -0.99860
C 0.23774 7.28258 -1.34318
H 5.74351 0.76823 4.25119
H 3.65138 -1.96669 1.76004
H 3.00894 -2.26405 3.36141
H 2.34914 0.25546 2.15386
H 1.72401 -2.02254 0.77305
H -0.51798 -1.40320 2.66805
H -0.58688 -2.43004 1.20229
H 1.07991 -2.94441 3.66932
H 1.24428 -3.80675 2.10926
H -0.43064 -5.18149 2.73571
H -1.52718 -3.80643 2.70809
H 0.17025 -4.74998 5.03639
H -0.81339 -3.30903 5.09069
H -2.76223 -5.09958 4.38018
H -2.31206 -4.85513 6.06052
H -1.63091 -6.21617 5.19508
H 2.99368 -1.13444 -0.99206
H 3.50348 -0.27846 -3.00092
H 4.07807 1.20230 -2.24560
H 4.00542 1.38933 0.03073
H 5.53187 -0.87763 0.64403
H 5.26060 -0.84216 -1.08185
H 7.22432 0.45380 -0.82589
H 6.01935 1.74670 -0.74491
H 6.70023 1.07183 0.73730
H -2.21603 -2.70410 -1.83905
H -3.52873 -1.57687 -1.47331
H -2.31239 -1.13111 -2.64514
H -0.44610 1.86557 -0.90830
H -1.75617 1.80183 0.23694
H -0.25302 3.71613 1.48452
H -1.51155 4.02180 0.32601
H 2.99282 4.62759 -1.19103
H 2.55596 2.95114 -0.69047
H 2.68190 4.26699 0.51079
H -0.24790 5.01125 -3.04491
H -0.70856 3.38038 -2.60287
H 0.95778 3.70786 -3.06061
H 0.83336 5.99531 1.71729
H 0.77663 8.35220 2.31549
H 0.35487 10.06647 0.57851
H 0.03466 9.36585 -1.76722
H 0.09503 7.00880 -2.37856
C -7.58278 -4.69670 -1.63451
C -6.87821 -3.62091 -2.44326
O -5.46664 -3.73588 -2.44963
C -4.94303 -4.93317 -2.99392
C -5.30836 -5.16353 -4.45050
H -7.19537 -4.72317 -0.61529
H -8.65325 -4.49344 -1.59748
H -7.44984 -5.68834 -2.06948
H -7.08091 -2.64376 -2.00462
H -7.26673 -3.59453 -3.46770
H -5.23598 -5.79484 -2.38334
H -3.86050 -4.83672 -2.90232
H -6.37966 -5.32110 -4.58277
H -4.79519 -6.04820 -4.82822
H -5.01956 -4.30414 -5.05689
*
```

=====

Entry 4:
# C56H56AsBiN10PS3

A molecular structure, C56H56AsBiN10PS3 in a non-equilibrium geometry (ωB97M-V with the def2-TZVPD basis set, the OMol25 dataset).

Computed properties:
Orbital gap, eV: 6.1
E_HOMO, eV: -8.974
Largest force on an atom, eV Å⁻¹: 1.91
E, eV: -182344.02186

```
! wB97M-V def2-TZVPD RIJCOSX def2/J DEFGRID3
* xyz 1 1
Bi -1.79456 1.05786 -0.07825
C -3.64020 7.94377 -2.23447
C -3.11256 6.70470 -1.57742
C -2.18031 6.76577 -0.54282
C -1.67714 5.62259 0.02022
C -2.09465 4.32314 -0.35246
N -1.60791 3.24669 0.31765
C -0.80650 3.45589 1.45500
C -1.33691 4.02980 2.60478
C -0.58906 4.17334 3.75832
C 0.73314 3.75051 3.78778
C 1.56835 3.86044 5.02578
C 1.27941 3.19809 2.63874
C 0.53593 3.03830 1.47157
N 1.12059 2.48674 0.35396
C 2.50860 2.04845 0.27066
C 2.52737 1.34548 -1.09522
C 1.19776 1.69202 -1.66000
N 0.45482 2.26113 -0.78723
C -3.02382 4.26609 -1.41694
C -3.48597 5.44756 -2.00829
N -3.50300 3.06985 -1.98899
C -4.64961 2.92726 -2.68110
C -4.62954 1.68225 -3.28232
C -3.42337 1.12306 -2.89373
N -2.75441 1.96945 -2.10852
H -3.49277 8.81183 -1.59693
H -4.70183 7.84841 -2.45256
H -3.11843 8.12436 -3.17480
H -1.83886 7.72535 -0.18265
H -0.92867 5.71050 0.79214
H -2.35641 4.38722 2.57198
H -1.04116 4.61723 4.63230
H 1.12077 4.53969 5.74591
H 2.56706 4.21513 4.78163
H 1.66860 2.88068 5.49362
H 2.31037 2.88536 2.65755
H 3.19946 2.87345 0.45674
H 3.37273 1.52678 -1.75279
H 0.83308 1.48783 -2.64707
H -4.14658 5.37843 -2.85838
H -5.41253 3.67825 -2.70446
H -5.38539 1.25548 -3.90757
H -2.99811 0.17024 -3.13495
C -1.78222 -4.98355 1.61192
S -0.10621 -4.37859 1.30920
C -0.45621 -2.60051 1.39706
S -1.70476 -2.02191 0.22560
N -0.06675 -0.81128 2.35905
N -0.83757 0.23974 2.10979
C -1.65047 0.58105 3.07785
C -2.74929 1.46442 2.92654
C -3.44655 1.96177 4.04626
C -4.54263 2.76580 3.85562
C -4.93540 3.08181 2.55141
C -4.21384 2.55954 1.50333
N -3.17328 1.75228 1.68625
H -1.76910 -6.04134 1.37562
H -2.05184 -4.82897 2.65235
H -2.45457 -4.43872 0.95515
H -1.54419 0.11319 4.05246
H -3.10307 1.70547 5.03594
H -5.09218 3.15977 4.69634
H -5.78721 3.71468 2.36594
H -4.47671 2.77757 0.48038
C -5.71244 -2.45885 -2.91509
N -4.96228 -1.63500 -1.99407
C -5.50647 -0.96809 -0.98057
N -6.82821 -1.04030 -0.76097
S -4.60276 0.05430 0.01362
H -5.09620 -2.66882 -3.78473
H -6.60597 -1.92533 -3.24342
H -6.00357 -3.40957 -2.46069
H -3.95500 -1.68800 -2.00478
H -7.39477 -1.78062 -1.14242
H -7.17764 -0.54149 0.04001
C 1.27979 -2.49449 -1.28371
C 2.35442 -3.39749 -0.69680
As 2.72740 -5.01393 -1.82934
C 4.60464 -5.22535 -1.27501
C 5.58826 -5.54640 -2.20721
C 6.90738 -5.71017 -1.82163
C 7.26195 -5.57950 -0.48899
C 6.28697 -5.30335 0.45471
C 4.96975 -5.13015 0.06398
C 3.05389 -4.01997 -3.49830
C 2.13737 -4.17528 -4.53369
C 2.28434 -3.47897 -5.72106
C 3.35186 -2.61300 -5.88607
C 4.27170 -2.44985 -4.86323
C 4.12282 -3.14979 -3.67931
P 0.84743 -0.89157 -0.41497
C 0.70243 -1.57669 1.33687
C -0.77762 -2.02827 2.80270
C -0.18091 -2.72176 3.96936
C 1.12044 -2.99102 4.08965
C 2.14598 -2.62497 3.13876
C 1.99484 -2.02082 1.95646
C 2.57544 -0.03615 -0.34992
C 3.76321 -0.75895 -0.88067
C 4.94614 -0.73688 -0.25870
C 5.11311 -0.10477 1.03448
C 4.12155 0.56643 1.61878
C 2.77298 0.71786 0.99563
H 0.33537 -3.04604 -1.35743
H 1.55000 -2.17902 -2.30188
H 2.04221 -3.77238 0.27826
H 3.29857 -2.87030 -0.56704
H 5.31882 -5.65878 -3.25206
H 7.66152 -5.94312 -2.56047
H 8.29216 -5.69967 -0.18638
H 6.55382 -5.22761 1.49991
H 4.21121 -4.92472 0.81138
H 1.30430 -4.85853 -4.39944
H 1.57485 -3.61654 -6.52395
H 3.47253 -2.06705 -6.80984
H 5.11152 -1.78190 -4.99381
H 4.85710 -3.03611 -2.88998
H -1.84625 -1.83454 2.94970
H -0.87474 -3.03100 4.73685
H 1.47168 -3.52487 4.96078
H 3.15246 -2.89200 3.42962
H 2.88056 -1.82618 1.37337
H 3.65735 -1.16793 -1.87800
H 5.81163 -1.20646 -0.70311
H 6.07506 -0.18476 1.51843
H 4.25897 1.01787 2.58878
H 2.00331 0.50999 1.74617
*
```

=====

Entry 5:
# C44H43BrN8O5PSTi

A molecular structure, C44H43BrN8O5PSTi in a non-equilibrium geometry (ωB97M-V with the def2-TZVPD basis set, the OMol25 dataset).

Computed properties:
Energy relative to the best compared isomer or geometry (same formula, charge and spin), eV: 0.000
Orbital gap (spin up / spin down), eV: 5.1 / 5.1
E_HOMO (spin up / spin down), eV: -8.049 / -8.001
Largest force on an atom, eV Å⁻¹: 1.21
E, eV: -181760.82253

```
! wB97M-V def2-TZVPD RIJCOSX def2/J DEFGRID3
* xyz 1 1
Ti 0.10209 -0.33683 -0.21940
N 1.63549 1.29926 -0.55327
C 2.82629 0.79164 -1.17946
C 3.83203 1.61787 -1.60245
C 4.99717 1.10947 -2.21140
C 5.14714 -0.23431 -2.38879
C 4.11515 -1.11497 -1.99439
C 4.21181 -2.51474 -2.16037
C 3.17296 -3.30793 -1.78530
C 2.00826 -2.70276 -1.27571
N 1.87420 -1.40889 -1.11744
C 2.92999 -0.60075 -1.42421
H 1.83645 1.67394 0.38651
H 1.30733 2.08690 -1.10858
H 3.73718 2.68400 -1.42526
H 5.78046 1.79294 -2.51303
H 6.04816 -0.64577 -2.83010
H 5.11828 -2.93403 -2.58311
H 3.20564 -4.38460 -1.88088
H 1.15290 -3.30529 -1.00621
O 1.14231 -0.71870 1.54884
C 0.13582 -1.48362 1.24605
C -0.50798 -2.54873 2.00606
C -0.16138 -3.07064 3.24745
C -0.98651 -4.03715 3.81883
C -2.13933 -4.46612 3.17030
C -2.48146 -3.94821 1.91911
C -1.65544 -3.00369 1.34042
P -1.79810 -2.18955 -0.28225
C -3.60011 -2.01797 -0.54023
C -4.25679 -1.00329 0.16049
C -5.61551 -0.78941 -0.00745
C -6.33828 -1.58260 -0.89070
C -5.69651 -2.58881 -1.59530
C -4.33461 -2.80832 -1.42098
C -1.33772 -3.50575 -1.46433
C -1.01917 -4.80859 -1.08868
C -0.57195 -5.72620 -2.03417
C -0.44980 -5.35906 -3.36545
C -0.77711 -4.06546 -3.75377
C -1.20829 -3.14621 -2.80959
H 0.72897 -2.72529 3.75879
H -0.73206 -4.45157 4.78704
H -2.77535 -5.20719 3.63918
H -3.38177 -4.27885 1.41174
H -3.70240 -0.37441 0.84842
H -6.11073 -0.00025 0.54561
H -7.39890 -1.41367 -1.02734
H -6.25534 -3.21189 -2.28333
H -3.84884 -3.60225 -1.97461
H -1.10551 -5.11143 -0.05362
H -0.32608 -6.73470 -1.72528
H -0.10685 -6.07785 -4.09970
H -0.69441 -3.77326 -4.79453
H -1.45106 -2.13643 -3.11864
N 1.48065 1.56631 3.14606
C 1.36363 2.12367 4.36343
C 1.52839 3.48312 4.20266
C 1.74480 3.64689 2.82483
N 1.70870 2.47997 2.19265
H 1.38424 0.59787 2.83933
H 1.18099 1.52553 5.24299
H 1.50486 4.23904 4.97047
H 1.92294 4.55650 2.26991
C 2.68314 3.50860 -5.15774
C 1.95554 4.70365 -4.56632
S 0.47670 4.29345 -3.66494
O 0.76519 3.14082 -2.83187
O -0.01821 5.49408 -3.05546
C -0.73917 3.80515 -4.89481
C -0.87564 2.31906 -5.20833
N -1.21073 1.51843 -4.03259
C -0.36575 0.66747 -3.40732
N -0.85862 0.28294 -2.23601
C -2.06840 0.90616 -2.08814
C -2.28923 1.67029 -3.18200
N -3.45756 2.43701 -3.47759
O -3.56157 2.89310 -4.60493
O -4.29378 2.51246 -2.60781
C 0.91335 0.17774 -3.98410
H 3.59848 3.84638 -5.64344
H 2.08323 2.99957 -5.91657
H 2.95061 2.79011 -4.38256
H 1.65699 5.43834 -5.31764
H 2.55189 5.23264 -3.82019
H -0.50502 4.35238 -5.81181
H -1.67547 4.21724 -4.51590
H 0.04158 1.91101 -5.62311
H -1.66181 2.20869 -5.94695
H -2.71939 0.74186 -1.24704
H 0.82455 -0.01028 -5.05447
H 1.16673 -0.76183 -3.50089
H 1.72236 0.89097 -3.81311
Br -2.92124 4.51233 3.74184
C -2.22673 3.18295 2.61187
C -1.71178 3.52120 1.37386
C -1.18222 2.50896 0.59896
N -1.16177 1.22351 0.96634
C -1.68940 0.91681 2.15674
C -2.22212 1.85931 3.01483
H -1.69832 4.54475 1.02531
H -0.74423 2.74461 -0.36378
H -1.66036 -0.12863 2.43254
H -2.62039 1.55961 3.97438
*
```

=====

Entry 6:
# C26H18CoF5IN4O2

A molecular structure, C26H18CoF5IN4O2 (ωB97M-V with the def2-TZVPD basis set, the OMol25 dataset).

Computed properties:
Energy relative to the best compared isomer or geometry (same formula, charge and spin), eV: 0.447
Orbital gap (spin up / spin down), eV: 7.4 / 7.4
E_HOMO (spin up / spin down), eV: -8.295 / -8.300
Largest force on an atom, eV Å⁻¹: 0.50
E, eV: -96627.13827

```
! wB97M-V def2-TZVPD RIJCOSX def2/J DEFGRID3
* xyz 0 2
Co 0.63279 0.19139 0.12975
C -3.57785 0.74750 -0.42787
C -3.75110 0.23556 -1.69946
C -2.64033 -0.19544 -2.41003
C -1.39319 -0.09654 -1.82033
N -1.23585 0.35737 -0.57230
C -2.30132 0.77818 0.11162
C -0.11338 -0.41307 -2.51899
C -0.06359 -0.82161 -3.83793
C 1.17043 -0.98762 -4.44904
C 2.30807 -0.71224 -3.71971
C 2.17850 -0.32140 -2.39508
N 0.99583 -0.19742 -1.79014
H -4.41296 1.10458 0.15751
H -4.73741 0.17301 -2.14002
H -2.74855 -0.58814 -3.41024
H -2.11927 1.10763 1.12429
H -0.97657 -0.99792 -4.38669
H 1.23497 -1.30857 -5.48015
H 3.29372 -0.79729 -4.15418
H 3.04605 -0.10447 -1.79469
F 3.11595 1.41962 0.13752
C 2.52455 0.28801 0.68928
F 3.34127 -0.76074 0.21118
C 2.89164 0.33967 2.18716
F 2.56604 1.50665 2.73938
F 2.27395 -0.64653 2.85507
F 4.21598 0.16969 2.38434
N 1.08825 -4.07791 1.04670
C 1.41741 -2.79895 0.73971
N 0.38189 -2.02846 0.54918
C -0.72576 -2.85999 0.75515
C -2.09606 -2.60149 0.70421
C -2.96763 -3.64192 0.95409
C -2.50766 -4.93216 1.25731
C -1.15775 -5.20882 1.32075
C -0.29059 -4.15237 1.06665
H 1.73722 -4.81295 1.26242
H 2.44191 -2.47528 0.67140
H -2.47250 -1.61335 0.49950
H -4.03355 -3.45609 0.92783
H -3.22349 -5.71971 1.45188
H -0.79272 -6.19809 1.56410
I 1.84876 7.47599 -0.08376
C 1.15295 5.66725 0.69822
C 0.76364 5.59938 2.02872
C 0.29845 4.39628 2.53490
C 0.24054 3.25732 1.73765
C 0.63418 3.35324 0.41104
C 1.08604 4.55344 -0.12127
C -0.29043 1.97857 2.35457
O -1.03758 2.07121 3.32029
O 0.02437 0.85937 1.80486
H 0.81748 6.47532 2.66045
H -0.03205 4.31763 3.56185
H 0.58875 2.48796 -0.24070
H 1.38755 4.61473 -1.15796
*
```

=====

Entry 7:
# C4H8O2

A single C4H8O2 molecule in a non-equilibrium geometry (ωB97M-V with the def2-TZVPD basis set, the OMol25 dataset).

Computed properties:
Energy relative to the best compared isomer or geometry (same formula, charge and spin), eV: 3.304
Orbital gap, eV: 9.8
E_HOMO, eV: -8.766
Largest force on an atom, eV Å⁻¹: 2.16
E, eV: -8369.97801
Structure (SMILES): C=COCCO

```
! wB97M-V def2-TZVPD RIJCOSX def2/J DEFGRID3
* xyz 0 1
O -0.36832 -0.80718 1.84421
C -0.87883 -1.18988 0.58604
C -1.01153 -0.09390 -0.46585
C 1.11771 1.34621 -0.02280
C 1.31384 0.44948 -0.99073
O 0.22984 -0.17362 -1.48884
H 0.45373 -0.32420 1.68468
H -1.87954 -1.58958 0.79679
H -0.28868 -1.98281 0.11658
H -1.34712 0.83663 0.05731
H -1.72892 -0.31221 -1.23314
H 0.19563 1.90649 -0.08985
H 1.88901 1.70506 0.62432
H 2.30318 0.22952 -1.41871
*
```